Entry 1:
Computed, not measured: the ion C4H8N with charge +1 in a non-equilibrium geometry, with the ωB97M-V functional and the def2-TZVPD basis.

XYZ file:
```
13
C4H8N, DFT the ωB97M-V functional and the def2-TZVPD basis
C -1.520 0.832 0.206
C -1.303 -0.437 -0.060
C 0.049 -1.128 -0.071
N 1.214 -0.299 0.272
C 1.577 0.820 -0.177
H -2.478 1.429 0.122
H -0.726 1.388 0.421
H -2.030 -1.038 -0.367
H -0.079 -2.058 0.686
H 0.317 -1.634 -1.118
H 1.496 -0.720 1.113
H 2.363 1.349 0.372
H 1.258 1.049 -1.229
```

Energy relative to the best compared isomer or geometry (same formula, charge and spin) (kcal per mole): 37.2
Total charge: +1
Multiplicity: 1
SMILES string: C=CC[NH+]=C
E_tot (Eh): -211.6119

Löwdin atomic charge list, values in e, 6 entries: 0.053 -0.135 -0.135 0.035 0.182 0.119

***

Entry 2:
Computed, not measured: the ion C4H8N with charge +1 in a non-equilibrium geometry, with the ωB97M-V functional and the def2-TZVPD basis.

XYZ file:
```
13
C4H8N, DFT the ωB97M-V functional and the def2-TZVPD basis
C -2.398 -0.610 0.686
N -1.184 -0.280 0.918
C -0.299 0.130 -0.125
C 1.016 0.040 0.041
C 2.009 0.456 -0.990
H -2.946 -1.013 1.506
H -2.877 -0.252 -0.212
H -0.759 -0.479 1.818
H -0.758 0.507 -1.029
H 1.356 -0.142 1.052
H 2.244 1.507 -0.831
H 2.897 -0.153 -0.833
H 1.698 0.289 -2.002
```

Energy relative to the best compared isomer or geometry (same formula, charge and spin) (kcal per mole): 4.5
Total charge: +1
Multiplicity: 1
SMILES string: C=[NH+]/C=C/C
E_tot (Eh): -211.6639

Löwdin atomic charge list, values in e, 6 entries: 0.193 0.055 -0.084 -0.082 -0.053 0.118

***

Entry 3:
Computed, not measured: an isolated molecule of C4H8N2, with the ωB97M-V functional and the def2-TZVPD basis.

XYZ file:
```
14
C4H8N2, DFT the ωB97M-V functional and the def2-TZVPD basis
C -1.323 0.592 -1.301
N -0.010 1.171 -1.587
C -0.122 -0.265 -1.248
C 0.357 -0.809 0.021
C 1.111 -0.187 2.010
N 0.008 -0.356 1.252
H -1.989 0.502 -2.150
H -1.804 0.864 -0.361
H 0.306 1.669 -0.757
H 0.110 -0.932 -2.074
H 1.165 -1.520 0.026
H 1.954 0.299 1.542
H 1.178 -0.654 2.982
H -0.940 -0.374 1.644
```

Energy relative to the best compared isomer or geometry (same formula, charge and spin) (kcal per mole): 95.9
Total charge: 0
Multiplicity: 1
E_tot (Eh): -266.5691

Löwdin atomic charge list, values in e, 6 entries: -0.160 0.026 -0.325 -0.135 -0.038 -0.117

***

Entry 4:
Computed, not measured: a structure of composition C4H8N2 in a non-equilibrium geometry, with the ωB97M-V functional and the def2-TZVPD basis.

XYZ file:
```
14
C4H8N2, DFT the ωB97M-V functional and the def2-TZVPD basis
C 1.863 0.105 0.478
N 0.666 -0.656 0.127
C -0.526 0.138 -0.557
C -1.824 -0.575 -0.264
C -0.480 1.544 -0.322
N -0.438 2.707 -0.207
H 2.181 0.665 -0.406
H 2.666 -0.575 0.781
H 1.652 0.823 1.279
H 0.340 -1.300 0.847
H 0.441 -0.749 -0.997
H -2.640 -0.097 -0.817
H -1.788 -1.620 -0.601
H -2.101 -0.572 0.804
```

Energy relative to the best compared isomer or geometry (same formula, charge and spin) (kcal per mole): 82.2
Total charge: 0
Multiplicity: 1
E_tot (Eh): -266.5910

Löwdin atomic charge list, values in e, 6 entries: -0.083 -0.085 -0.361 -0.110 -0.278 0.117

***

Q: multiplicity of number 3 (C4H8N2)?
A: 1